Entry 1:
78
Properties=species:S:1:pos:R:3:forces:R:3:lowdin_charge:R:1 method="wB97M-V/def2-TZVPD" e_lumo_ev=0.769 gap_ev=5.52 total_charge=-1 e_homo_ev=-4.753
Hf -0.198790 0.983844 -2.188504 0.381 0.087 0.132 0.924
Sb 1.485025 2.686154 -4.476020 0.164 0.128 -0.299 -0.285
Se 2.279722 0.866671 -2.773384 -0.037 0.099 -0.061 -0.008
Se 2.482387 4.753819 -3.824755 0.017 0.020 -0.007 -0.213
Se 1.708933 1.641149 -6.628032 -0.028 -0.045 0.008 -0.206
Se -1.018001 2.754040 -3.901489 0.171 -0.013 -0.063 0.041
As 2.389243 0.797734 1.117255 0.014 -0.012 -0.062 1.357
Cl -4.792946 4.298378 2.694441 0.007 0.002 0.007 0.640
O -0.230668 -0.613814 -0.803817 -0.019 -0.011 -0.095 -0.206
O -0.421502 2.314819 -0.657418 -0.375 -0.386 0.117 -0.264
N -1.553101 -0.653366 1.017676 0.008 -0.040 0.167 0.225
N -0.455614 -3.733304 -2.470901 -0.033 -0.001 -0.020 0.166
N -0.888226 -0.587148 -3.744646 -0.357 -0.017 0.103 -0.021
N -2.456716 0.586701 -1.891201 -0.373 0.219 0.418 -0.013
N -2.878016 -3.837952 1.335887 0.055 0.003 0.030 0.130
C -2.210216 -0.960957 -3.701096 0.201 -0.225 -0.256 -0.160
C -3.758882 2.695185 0.780912 -0.010 -0.028 -0.029 -0.063
C -3.147662 1.160982 -0.968758 -0.032 -0.100 -0.198 -0.062
C -0.568342 -1.983325 -5.659713 0.008 -0.020 -0.036 -0.018
C 1.037733 2.043962 3.483151 -0.022 -0.031 0.010 -0.102
C 1.337453 -3.764068 1.581284 0.008 -0.011 0.000 -0.081
C -4.068632 -2.309089 -4.511995 -0.042 -0.009 0.008 -0.025
C -3.514746 3.702292 1.672516 0.050 0.012 -0.003 -0.671
C 6.698891 1.007005 3.103255 0.005 -0.019 0.011 -0.102
C -0.199180 0.707766 5.056809 0.005 0.009 -0.006 -0.088
C 0.919414 -0.357418 3.212420 -0.011 0.034 0.005 -0.215
C 0.955418 -2.818047 2.519927 -0.008 0.008 0.020 -0.032
C 2.053001 -1.113671 1.213253 0.015 -0.031 0.001 -0.370
C 0.254177 1.949444 4.627034 0.008 -0.011 -0.018 -0.093
C 6.054713 2.147141 2.645422 -0.021 0.005 -0.021 -0.096
C -2.237345 4.261604 1.760136 -0.030 0.008 0.016 -0.087
C -1.437617 2.739379 0.042125 0.097 0.175 0.083 -0.340
C 4.803338 2.045810 2.052739 0.038 -0.043 -0.041 -0.127
C 2.418471 -2.060313 0.268087 0.012 -0.025 0.012 -0.093
C -1.013338 -1.291384 -0.046705 -0.087 0.010 -0.262 -0.481
C 1.310164 -1.484145 2.339412 0.010 0.004 -0.036 -0.218
C -3.060384 -0.391017 -2.722148 -0.046 -0.168 -0.101 -0.183
C -2.740137 2.197195 -0.057487 -0.034 0.163 0.122 -0.133
C -1.365128 -2.613237 -0.340986 0.081 -0.010 -0.020 -0.203
C -1.229216 3.788471 0.959862 0.101 -0.001 -0.005 0.008
C 6.087897 -0.231881 2.968065 -0.041 0.020 -0.026 -0.091
C 4.830967 -0.332622 2.384831 0.028 0.031 0.027 -0.094
C -2.188530 -3.328358 0.561582 -0.041 0.033 -0.090 -0.242
C -0.863292 -3.233248 -1.514503 0.004 0.036 0.116 -0.215
C -4.870289 -1.775557 -3.543108 0.021 -0.025 -0.041 -0.064
C 0.127531 -0.443508 4.353695 -0.001 -0.021 -0.003 -0.035
C 1.374487 0.896024 2.781865 -0.019 -0.036 0.066 -0.329
C -4.368727 -0.810632 -2.656849 0.067 0.083 0.072 -0.002
C -1.854291 -2.409310 -5.607476 0.005 -0.034 -0.056 0.004
C -0.114809 -1.071189 -4.689231 0.090 0.022 0.078 -0.135
C -2.724276 -1.903228 -4.612546 0.015 0.061 0.087 -0.146
C 4.178369 0.807643 1.926588 -0.014 0.039 0.086 -0.376
C 2.063689 -3.389872 0.456044 0.008 0.021 0.008 -0.079
H 0.365073 -3.121278 3.376620 0.002 0.000 -0.007 0.106
H -4.754345 2.273685 0.714090 0.005 -0.010 -0.015 0.112
H -0.233844 4.210562 1.003743 -0.005 0.000 0.004 0.126
H 6.589706 -1.125864 3.317177 0.002 -0.001 0.002 0.099
H -2.051467 5.067452 2.457937 -0.006 -0.005 -0.001 0.108
H 1.378029 3.013542 3.137889 0.003 0.003 0.005 0.099
H 4.360116 -1.303109 2.288725 0.008 0.003 0.006 0.095
H -2.237131 -3.129271 -6.320926 0.000 0.001 0.009 0.121
H -5.902032 -2.087776 -3.451938 0.003 0.008 0.000 0.106
H 7.679010 1.082157 3.557431 -0.001 0.002 -0.002 0.096
H -4.447168 -3.046841 -5.208404 -0.005 0.005 0.007 0.115
H -5.043717 -0.407123 -1.916894 -0.025 -0.006 0.005 0.103
H -0.012390 2.843170 5.177029 -0.001 -0.001 0.001 0.098
H -0.817357 0.637703 5.942976 -0.001 -0.002 -0.001 0.099
H -1.991775 -1.205914 1.737497 -0.006 -0.004 0.022 0.107
H 2.327677 -4.129580 -0.288483 -0.005 0.003 -0.006 0.105
H -0.239169 -1.404394 4.695387 0.001 0.005 -0.002 0.105
H 0.122331 -2.324482 -6.416445 0.010 0.002 0.014 0.117
H 0.911645 -0.730008 -4.694780 0.014 0.009 -0.022 0.034
H 6.531466 3.115174 2.735030 -0.001 0.001 0.003 0.099
H -1.084119 0.187488 1.317581 0.017 0.024 0.031 0.107
H 4.318138 2.936192 1.668160 -0.002 0.009 0.004 0.095
H -4.189350 0.876784 -0.840852 -0.023 -0.008 -0.003 0.117
H 2.955843 -1.762387 -0.624692 0.003 0.003 -0.010 0.101
H 1.042416 -4.797419 1.712674 0.001 -0.001 0.002 0.105


Entry 2:
18
Properties=species:S:1:pos:R:3:forces:R:3:nbo_charge:R:1 method="wB97M-V/def2-TZVPD" e_lumo_ev="0.253 / -0.646" gap_ev="8.28 / 7.99" total_charge=0 e_homo_ev="-8.027 / -8.637"
Si 0.954587 0.796946 1.203234 1.595 -0.609 -0.253 1.073
C -0.869002 0.620015 0.866977 1.139 -0.029 -0.499 -0.557
C 1.883179 0.884186 -0.467158 0.146 -1.529 -0.536 -1.099
C -2.670839 0.512692 -0.720963 -2.664 -0.589 1.273 -0.326
C -1.431556 0.842374 -0.420523 1.424 -0.091 1.670 -0.267
C -0.071987 -2.208540 -0.148258 3.645 1.241 -1.239 -0.478
H 2.943638 1.076027 -0.328428 0.116 0.562 0.215 0.240
H 1.957290 -0.164362 -0.928874 -0.619 1.347 0.653 0.237
H 1.029178 -2.047504 -0.367708 -1.871 -0.017 -0.393 0.172
H -3.381483 0.138961 0.045069 0.733 0.084 -0.407 0.183
H -0.802112 1.249634 -1.174579 0.467 0.346 -0.539 0.205
H 1.555158 -0.592249 1.705115 -0.727 1.503 0.100 -0.169
H 1.489520 1.540808 -1.249139 0.097 0.048 0.252 0.230
H -0.166866 -2.638653 0.751946 -0.732 -1.463 3.219 0.148
H -3.140417 0.718673 -1.632496 -0.302 0.215 -1.446 0.190
H -1.427633 0.135005 1.640698 -0.735 -0.082 0.180 0.206
H 1.409506 1.997060 2.131052 -0.594 -1.182 -0.758 -0.156
H -0.880515 -2.202208 -0.789650 -1.119 0.243 -1.493 0.169


These records have relative energy (zero: lowest compared OMol25 entry of this formula, charge and spin) values of 0.0 416.9 kJ/mol, in the order they appear.